A gas-phase ion, C6H10N3O (charge +1) in a non-equilibrium geometry. Source: the OMol25 dataset; level of theory: ωB97M-V with the def2-TZVPD basis set.

Geometry (Å):
H -2.5299 -1.1370 0.3200
H -0.7674 -3.1516 -0.8973
H 0.4503 2.8237 -0.2647
O 2.9564 -0.7724 -0.3106
H -1.1290 0.3196 1.1871
C -1.7103 -1.0937 -0.3183
C 0.5325 1.8663 0.2525
H 0.6015 -0.8991 1.7920
C -0.7122 -2.3064 -0.3041
H -1.6016 1.5525 -0.4506
N 0.4090 -2.1458 0.2416
H -2.0595 -0.9859 -1.3069
C -0.6179 1.0925 -0.4719
C 2.0218 -0.0806 -0.0999
N 1.8354 1.2627 -0.0583
H -0.4012 0.9818 -1.5169
C 0.4795 -0.8257 0.6716
N -0.8090 -0.1160 0.3169
H 2.7306 1.7181 -0.0602
H 0.3209 1.8971 1.2782

Values from the calculation:
gap between HOMO and LUMO = 10.21 eV
LUMO energy = -3.4719 eV
E = -473.806430 Eh
multiplicity = 1
total charge = +1
HOMO = -13.7 eV